[1]
The following is a DFT calculation (ωB97M-V/def2-TZVPD) of C18H27N6O2PtS as an isolated structure.

Each line ends with the natural charge from an NBO analysis.
Element x y z (Å)
Pt (0.080, 1.345, -0.407)  0.78
N (-0.244, 2.315, 1.565)  -0.59
N (0.713, 1.814, 2.462)  -0.53
C (1.733, 0.999, 1.963)  0.86
O (2.404, 0.353, 2.746)  -0.66
O (1.848, 1.000, 0.680)  -0.80
H (-0.098, 3.311, 1.431)  0.40
H (-1.191, 2.158, 1.893)  0.40
H (0.455, 1.696, 3.428)  0.40
C (-4.392, 3.272, -2.198)  -0.41
N (-3.422, 2.475, -2.937)  -0.32
C (-3.351, 2.347, -4.306)  -0.05
C (-2.314, 1.527, -4.579)  -0.06
N (-1.775, 1.133, -3.367)  -0.30
C (-2.465, 1.720, -2.370)  0.25
S (-2.228, 1.431, -0.711)  -0.15
C (-0.687, 0.234, -3.200)  0.10
C (-0.549, -0.936, -3.970)  -0.20
C (0.529, -1.749, -3.831)  -0.29
C (1.587, -1.480, -2.791)  -0.36
C (1.423, -0.082, -2.267)  -0.01
N (0.324, 0.640, -2.403)  -0.43
H (-5.088, 3.707, -2.909)  0.23
H (-3.883, 4.063, -1.650)  0.23
H (-4.935, 2.642, -1.497)  0.23
H (-4.019, 2.876, -4.961)  0.24
H (-1.887, 1.216, -5.514)  0.25
H (-1.300, -1.168, -4.714)  0.23
H (0.644, -2.611, -4.475)  0.22
H (2.595, -1.575, -3.219)  0.24
H (2.271, 0.402, -1.796)  0.22
C (3.172, -4.119, -2.970)  -0.61
C (1.918, -3.987, -2.110)  -0.47
C (1.592, -2.572, -1.711)  0.46
N (1.393, -2.301, -0.505)  -0.30
H (3.353, -5.171, -3.182)  0.24
H (4.049, -3.725, -2.455)  0.22
H (3.072, -3.605, -3.925)  0.22
H (2.004, -4.590, -1.206)  0.23
H (1.044, -4.351, -2.661)  0.25
C (-0.846, -1.859, 2.226)  -0.60
C (-0.277, -2.806, 1.169)  -0.10
C (-1.247, -2.978, 0.007)  -0.62
C (0.045, -4.164, 1.832)  -0.60
C (1.071, -2.314, 0.707)  0.27
H (-1.826, -2.229, 2.530)  0.23
H (-0.967, -0.856, 1.815)  0.21
H (-0.200, -1.798, 3.102)  0.23
H (-2.205, -3.333, 0.387)  0.23
H (-0.890, -3.711, -0.718)  0.21
H (-1.416, -2.027, -0.504)  0.23
H (-0.883, -4.572, 2.236)  0.24
H (0.753, -4.050, 2.653)  0.23
H (0.447, -4.880, 1.114)  0.21
H (1.808, -1.978, 1.439)  0.26

Forces on atoms 1 to 2 (eV/Å):
-1.69 1.42 1.64
0.41 -0.90 -1.30

## Properties
- Spin multiplicity: 1
- ΔE to the lowest compared entry with this formula, charge and spin: 63.4 kcal per mole
- E_HOMO: -9.2 eV
- Frontier orbital gap: 6.087 eV
- Charge: +1
- Electronic energy: -1698.34590 Ha


[2]
The following is a DFT calculation (ωB97M-V/def2-TZVPD) of C18H27N6O4P as an isolated structure.

Each line ends with the natural charge from an NBO analysis.
Element x y z (Å)
N (-6.448, 3.719, -2.751)  -0.35
C (-5.464, 3.394, -2.216)  0.29
C (-4.277, 2.980, -1.543)  -0.37
C (-4.175, 2.779, -0.134)  -0.05
C (-2.948, 2.501, 0.447)  -0.07
N (-2.794, 2.345, 1.845)  0.49
O (-3.781, 2.507, 2.601)  -0.45
O (-1.653, 2.048, 2.305)  -0.55
C (-1.764, 2.096, -0.421)  -0.45
C (-1.872, 2.622, -1.793)  0.05
N (-0.912, 2.654, -2.772)  0.37
O (0.306, 2.508, -2.811)  -0.48
O (-1.638, 3.179, -3.941)  -0.20
N (-3.003, 3.316, -3.672)  -0.11
C (-3.097, 2.914, -2.356)  0.20
H (-5.059, 2.860, 0.499)  0.26
H (-0.862, 2.486, 0.040)  0.25
C (1.852, -2.863, -2.809)  -0.62
C (1.308, -2.800, -1.395)  0.12
C (0.203, -3.840, -1.184)  -0.63
C (2.439, -3.028, -0.377)  -0.63
N (0.698, -1.481, -1.085)  -0.78
C (1.287, -0.263, -1.682)  -0.25
C (2.362, 0.323, -0.811)  -0.42
C (1.896, 0.659, 0.585)  -0.24
N (0.957, -0.249, 1.210)  -0.73
C (0.920, -0.387, 2.687)  0.13
C (1.956, -1.408, 3.149)  -0.62
C (-0.478, -0.858, 3.094)  -0.65
C (1.211, 0.966, 3.285)  -0.64
P (0.380, -1.663, 0.561)  1.46
H (-1.782, 1.019, -0.521)  0.21
H (2.725, -2.208, -2.925)  0.22
H (2.170, -3.901, -2.962)  0.23
H (1.069, -2.606, -3.533)  0.24
H (-0.181, -3.865, -0.150)  0.22
H (-0.656, -3.623, -1.831)  0.24
H (0.604, -4.835, -1.398)  0.23
H (2.093, -3.020, 0.682)  0.21
H (2.863, -4.017, -0.553)  0.24
H (3.214, -2.256, -0.471)  0.22
H (1.725, -0.490, -2.657)  0.23
H (0.520, 0.498, -1.876)  0.26
H (3.237, -0.337, -0.781)  0.20
H (2.710, 1.255, -1.258)  0.25
H (2.761, 0.743, 1.240)  0.22
H (1.403, 1.635, 0.587)  0.23
H (2.958, -1.112, 2.812)  0.21
H (1.946, -1.427, 4.244)  0.24
H (1.740, -2.423, 2.794)  0.20
H (-1.217, -0.101, 2.810)  0.27
H (-0.769, -1.830, 2.655)  0.21
H (-0.496, -0.971, 4.183)  0.23
H (0.492, 1.701, 2.912)  0.27
H (1.084, 0.867, 4.362)  0.23
H (2.237, 1.284, 3.082)  0.20

Forces on atoms 1 to 2 (eV/Å):
1.41 -0.42 0.69
-1.57 0.20 -0.14

## Properties
- Spin multiplicity: 1
- ΔE to the lowest compared entry with this formula, charge and spin: 0.0 kcal per mole
- E_HOMO: -6.7 eV
- Frontier orbital gap: 4.724 eV
- Electronic energy: -1672.61128 Ha


[3]
The following is a DFT calculation (ωB97M-V/def2-TZVPD) of C18H27N7O4RbS as an isolated structure.

Each line ends with the natural charge from an NBO analysis.
Element x y z (Å)
Rb (-0.397, -0.304, -1.559)  0.92
N (-0.543, -0.708, -6.219)  -0.84
C (-0.087, 0.003, -5.091)  0.26
S (-1.204, 1.194, -4.464)  -0.60
N (1.105, -0.351, -4.717)  -0.48
N (1.532, 0.154, -3.482)  -0.32
C (2.713, 0.626, -3.485)  0.10
C (3.448, 1.111, -2.305)  -0.25
C (4.705, 1.662, -2.547)  -0.16
C (5.527, 2.148, -1.542)  -0.33
C (5.061, 2.068, -0.229)  -0.20
C (3.824, 1.525, 0.054)  -0.35
C (2.956, 1.027, -0.959)  0.49
O (1.806, 0.534, -0.674)  -0.87
H (-1.181, -0.159, -6.773)  0.37
H (0.232, -1.091, -6.744)  0.37
H (3.256, 0.668, -4.436)  0.14
H (5.039, 1.709, -3.580)  0.19
H (6.496, 2.571, -1.772)  0.19
H (5.677, 2.439, 0.585)  0.19
H (3.469, 1.476, 1.078)  0.18
C (-2.846, -3.175, -2.501)  -0.25
O (-2.608, -2.014, -1.735)  -0.54
C (-3.532, -1.803, -0.688)  -0.09
C (-3.168, -2.555, 0.569)  -0.09
O (-1.896, -2.122, 0.992)  -0.54
C (-1.558, -2.626, 2.263)  -0.25
H (-3.853, -3.153, -2.933)  0.17
H (-2.734, -4.084, -1.899)  0.16
H (-2.118, -3.183, -3.309)  0.21
H (-4.543, -2.081, -1.012)  0.17
H (-3.526, -0.730, -0.482)  0.21
H (-3.165, -3.643, 0.409)  0.16
H (-3.926, -2.338, 1.337)  0.16
H (-2.277, -2.297, 3.023)  0.16
H (-0.572, -2.248, 2.523)  0.20
H (-1.530, -3.723, 2.259)  0.16
N (0.283, 0.585, 6.872)  -0.83
C (0.807, -0.135, 5.836)  0.66
O (1.670, -0.973, 5.992)  -0.60
C (0.245, 0.191, 4.471)  -0.12
C (1.056, 0.039, 3.362)  -0.22
C (0.547, 0.370, 2.108)  0.03
N (-0.705, 0.808, 1.938)  -0.43
C (-1.484, 0.927, 3.009)  0.04
C (-1.057, 0.640, 4.297)  -0.26
H (0.764, 0.489, 7.751)  0.40
H (-0.189, 1.452, 6.688)  0.39
H (2.070, -0.322, 3.468)  0.24
H (1.156, 0.306, 1.202)  0.27
H (-2.496, 1.275, 2.833)  0.20
H (-1.741, 0.741, 5.130)  0.21
N (-1.504, 3.155, -0.165)  -0.70
N (-2.369, 2.540, -1.138)  -0.69
H (-0.669, 3.511, -0.621)  0.33
H (-1.199, 2.416, 0.458)  0.36
H (-1.819, 2.182, -1.917)  0.35
H (-2.947, 3.271, -1.529)  0.34

Forces on atoms 1 to 2 (eV/Å):
-0.54 -0.04 0.03
-0.02 0.13 0.04

## Properties
- Spin multiplicity: 1
- ΔE to the lowest compared entry with this formula, charge and spin: 1.6 kcal per mole
- E_HOMO: -3.6 eV
- Frontier orbital gap: 5.534 eV
- Charge: -1
- Electronic energy: -1808.66509 Ha


[4]
The following is a DFT calculation (ωB97M-V/def2-TZVPD) of a 9-piece molecular cluster, C18H27N9 overall.

Each line ends with the natural charge from an NBO analysis.
Element x y z (Å)
C (-2.261, -2.127, 3.324)  -0.71
C (-1.808, -3.441, 3.884)  0.30
N (-1.435, -4.397, 4.387)  -0.35
H (-1.642, -1.266, 3.578)  0.25
H (-3.154, -1.823, 3.870)  0.24
H (-2.586, -2.207, 2.286)  0.27
C (1.175, 0.191, 3.617)  -0.74
C (2.140, 0.539, 2.603)  0.33
N (2.838, 0.830, 1.728)  -0.38
H (0.186, 0.590, 3.389)  0.26
H (1.632, 0.519, 4.550)  0.26
H (1.114, -0.896, 3.654)  0.27
C (-1.619, -4.223, -4.041)  -0.71
C (-0.626, -3.243, -3.538)  0.31
N (0.108, -2.483, -3.130)  -0.36
H (-1.240, -5.190, -3.711)  0.26
H (-1.644, -4.118, -5.126)  0.25
H (-2.621, -4.072, -3.638)  0.25
C (1.323, 3.532, 1.030)  -0.71
C (2.222, 4.257, 1.967)  0.29
N (2.947, 4.769, 2.733)  -0.32
H (0.891, 4.247, 0.330)  0.24
H (0.565, 2.963, 1.569)  0.25
H (1.912, 2.856, 0.409)  0.27
C (-1.454, 5.095, -2.183)  -0.72
C (-1.908, 3.694, -2.071)  0.30
N (-2.290, 2.596, -2.020)  -0.36
H (-1.948, 5.671, -1.401)  0.26
H (-1.808, 5.447, -3.152)  0.26
H (-0.370, 5.205, -2.173)  0.26
C (4.232, 0.531, -1.340)  -0.72
C (5.169, 1.657, -1.171)  0.29
N (5.896, 2.524, -0.995)  -0.34
H (4.121, -0.110, -0.465)  0.27
H (4.710, -0.090, -2.097)  0.25
H (3.270, 0.807, -1.772)  0.24
C (-5.066, 1.768, -0.018)  -0.73
C (-3.909, 1.112, 0.566)  0.33
N (-3.015, 0.539, 0.983)  -0.38
H (-5.158, 1.390, -1.036)  0.27
H (-4.779, 2.808, -0.173)  0.26
H (-5.922, 1.509, 0.604)  0.26
C (0.012, 0.239, -0.560)  -0.73
C (0.027, -0.913, 0.348)  0.34
N (0.068, -1.810, 1.078)  -0.40
H (-0.251, -0.066, -1.573)  0.28
H (0.986, 0.727, -0.588)  0.25
H (-0.681, 0.979, -0.160)  0.27
C (1.796, -4.441, -0.282)  -0.73
C (2.195, -4.601, -1.681)  0.30
N (2.521, -4.736, -2.770)  -0.35
H (2.068, -5.273, 0.367)  0.25
H (0.712, -4.437, -0.167)  0.26
H (2.357, -3.629, 0.180)  0.26

Forces on atoms 1 to 2 (eV/Å):
-0.93 -0.57 0.93
-0.20 2.10 -0.64

## Properties
- Spin multiplicity: 1
- ΔE to the lowest compared entry with this formula, charge and spin: 26.1 kcal per mole
- E_HOMO: -11.2 eV
- Frontier orbital gap: 11.162 eV
- SMILES: CC#N.CC#N.CC#N.CC#N.CC#N.CC#N.CC#N.CC#N.CC#N
- Electronic energy: -1194.77407 Ha


[5]
The following is a DFT calculation (ωB97M-V/def2-TZVPD) of C18H28AgN7O2S2Sb as an isolated structure.

Each line ends with the natural charge from an NBO analysis.
Element x y z (Å)
Ag (-1.326, -2.913, -1.450)  0.74
S (0.517, -1.569, -0.539)  -0.51
C (1.283, -2.737, 0.520)  -0.19
C (2.538, -2.399, 1.041)  -0.13
C (3.258, -3.233, 1.884)  -0.20
C (4.534, -2.802, 2.395)  0.31
N (5.545, -2.431, 2.801)  -0.37
C (2.711, -4.477, 2.227)  -0.18
C (1.462, -4.822, 1.738)  -0.17
C (0.703, -3.986, 0.902)  -0.17
S (-0.883, -4.551, 0.439)  -0.50
C (3.434, -5.399, 3.067)  0.30
N (4.011, -6.135, 3.739)  -0.36
H (2.973, -1.447, 0.763)  0.21
H (1.039, -5.779, 2.015)  0.22
N (-2.960, -0.748, 0.292)  -0.63
N (-4.269, -1.205, 0.287)  -0.41
C (-4.654, -2.099, -0.645)  0.62
N (-5.894, -2.613, -0.547)  -0.80
N (-3.757, -2.369, -1.575)  -0.47
N (-3.987, -3.365, -2.461)  0.63
O (-2.978, -3.726, -3.046)  -0.40
O (-5.099, -3.858, -2.655)  -0.47
H (-2.440, -1.027, 1.111)  0.38
H (-2.879, 0.239, 0.098)  0.38
H (-4.901, -1.000, 1.045)  0.37
H (-6.340, -2.640, 0.353)  0.39
H (-6.103, -3.336, -1.221)  0.44
C (-1.783, 4.240, -0.494)  -0.62
C (-0.325, 3.931, -0.851)  -0.54
C (0.603, 4.941, -0.179)  -0.62
Sb (-0.024, 1.753, -0.550)  1.01
C (1.219, 1.501, 1.234)  -0.52
C (2.078, 2.657, 1.736)  -0.62
C (0.336, 0.943, 2.350)  -0.63
C (1.559, 1.508, -2.025)  -0.52
C (0.925, 1.044, -3.338)  -0.63
C (2.444, 2.732, -2.234)  -0.62
H (-2.040, 5.280, -0.736)  0.19
H (-1.962, 4.099, 0.577)  0.19
H (-2.478, 3.591, -1.032)  0.21
H (-0.216, 4.029, -1.938)  0.20
H (0.450, 4.954, 0.902)  0.20
H (0.397, 5.957, -0.545)  0.19
H (1.656, 4.734, -0.364)  0.21
H (1.873, 0.696, 0.889)  0.22
H (1.472, 3.437, 2.201)  0.19
H (2.673, 3.117, 0.947)  0.20
H (2.775, 2.290, 2.499)  0.20
H (-0.450, 1.653, 2.632)  0.18
H (0.930, 0.734, 3.248)  0.20
H (-0.134, 0.007, 2.036)  0.23
H (2.149, 0.687, -1.613)  0.23
H (0.205, 1.780, -3.716)  0.19
H (0.400, 0.096, -3.204)  0.23
H (1.689, 0.902, -4.112)  0.20
H (1.875, 3.588, -2.604)  0.19
H (3.217, 2.510, -2.980)  0.20
H (2.952, 3.035, -1.317)  0.20

Forces on atoms 1 to 2 (eV/Å):
0.46 0.08 0.54
0.14 0.01 -0.09

## Properties
- Spin multiplicity: 1
- E_HOMO: -4.0 eV
- Frontier orbital gap: 6.008 eV
- Charge: -1
- Electronic energy: -2419.99562 Ha